No. 1
A molecular structure, C28H44N13RbS. Source: the OMol25 dataset; level of theory: ωB97M-V/def2-TZVPD.

Geometry as XYZ:
```
87
Properties=species:S:1:pos:R:3
C 2.97 1.69 2.81
H -3.53 -0.59 4.25
H -7.79 3.09 -2.17
H 4.88 -4.36 -2.96
N -6.43 1.57 -1.64
C 3.52 -2.72 -2.57
C 2.62 1.13 -1.96
H -3.72 -1.20 1.86
H 3.55 -2.31 2.21
H 2.57 1.69 -2.90
H -6.34 1.46 -4.31
H 2.58 2.95 -0.87
H -7.36 2.88 -4.60
C 3.29 -4.27 1.36
C 2.36 -2.87 -0.40
C -5.11 1.88 -1.62
C 3.21 2.04 -0.90
C 1.17 0.88 5.04
C 3.39 2.35 1.50
H -1.42 0.38 5.09
C -0.45 4.15 2.47
H 3.20 -4.83 -2.64
C -2.80 -0.80 2.25
H 4.32 -4.54 1.60
H -4.90 3.45 -4.52
H -6.76 1.08 -0.82
N 1.26 0.74 -1.60
H 2.78 -3.48 3.30
C -6.69 2.41 -3.89
H 2.23 1.07 5.22
N -0.97 -0.25 -0.77
H 5.23 -3.74 -0.64
C -1.69 -0.60 1.43
C 0.22 4.82 0.37
N 2.34 -2.53 -1.75
H 4.32 -2.02 -2.32
H 4.42 2.73 1.58
H 3.05 2.41 3.63
H 1.82 -1.68 -1.89
H 4.22 2.34 -1.21
C -2.61 -2.08 -0.44
H 1.17 -1.75 2.33
H -3.57 -1.67 -0.76
N -4.64 2.64 -2.63
H 2.45 0.86 0.58
S -4.11 1.30 -0.41
N 3.30 1.40 0.41
C -2.69 -0.45 3.59
C 0.87 0.83 3.56
H -2.77 -2.78 0.37
Rb -0.38 2.16 0.45
H 0.17 1.12 -3.32
C -0.46 0.27 3.16
C 4.32 -4.31 -0.88
N 0.37 4.70 -0.78
C 1.48 -2.64 1.77
C -7.39 2.15 -2.56
C 4.00 -4.15 -2.35
C -5.48 3.30 -3.61
N 3.22 -3.88 -0.04
H -0.79 -1.52 -2.44
H -5.81 4.28 -3.25
N -0.92 3.44 3.27
H 2.67 -5.15 1.53
H 0.59 1.69 5.49
H 3.28 0.26 -2.13
H 3.65 0.86 3.02
H 2.73 3.22 1.34
N 1.52 -2.27 0.37
H -3.69 2.95 -2.52
H 4.53 -5.36 -0.66
H 0.72 -3.41 1.93
H 1.27 0.03 -0.87
C 0.44 0.26 -2.70
H 3.24 -2.56 -3.62
C -1.51 0.09 4.06
H -8.21 1.45 -2.69
C -1.71 -0.95 -0.02
N 1.64 1.18 2.62
N 0.10 4.97 1.64
H 0.99 -0.43 -3.36
C 2.84 -3.13 2.27
H 0.90 -0.06 5.51
N -0.56 -0.07 1.88
C -0.84 -0.46 -2.19
H -2.17 -2.62 -1.29
H -1.72 -0.05 -2.69
```

Results
F_max   0.01823 Eh/bohr
Frontier orbital gap   7.8 eV
Spin multiplicity   1
DFT total energy   -60612.752 eV
Total charge   0
Molar mass   680.29 g/mol
HOMO energy   -0.2809 hartree



No. 2
A gas-phase ion, C9H12N3O (charge +1) at a distorted geometry. Source: the OMol25 dataset; level of theory: ωB97M-V/def2-TZVPD.

Geometry as XYZ:
```
25
Properties=species:S:1:pos:R:3
H -0.44 2.18 1.91
N 0.28 2.08 -1.24
O 1.95 -1.65 0.00
C -2.35 0.45 0.01
C -2.46 -1.97 -0.03
N -0.27 2.51 0.97
H -4.17 -0.69 -0.05
C -3.09 -0.74 -0.03
C -1.08 -2.07 0.00
H -0.04 3.04 -1.32
C -0.35 -0.90 0.03
C 3.35 -1.38 0.04
C 1.10 -0.69 0.09
H -2.85 1.41 0.01
C -0.98 0.36 0.04
H -0.05 1.54 -2.02
H 3.62 -0.89 0.97
H 3.65 -0.76 -0.81
N 1.32 0.60 0.26
H -3.05 -2.87 -0.05
C 0.01 1.50 0.03
H 0.39 3.28 0.97
H -0.58 -3.03 0.02
H 2.23 1.04 0.22
H 3.84 -2.35 -0.02
```

Results
SMILES   COC1=[NH+]C(N)(N)c2ccccc21
F_max   0.03423 Eh/bohr
Frontier orbital gap   9.3 eV
Spin multiplicity   1
DFT total energy   -16039.643 eV
Total charge   +1
Molar mass   178.22 g/mol
HOMO energy   -0.4817 hartree



No. 3
C6H12O in the gas phase. Source: the OMol25 dataset; level of theory: ωB97M-V/def2-TZVPD.

Geometry as XYZ:
```
19
Properties=species:S:1:pos:R:3
H -1.07 -0.78 1.04
C 1.85 -0.62 0.13
O 1.28 0.81 1.91
H -2.50 -0.75 0.03
C 1.20 0.46 0.59
C -1.45 -0.47 0.06
H -1.18 -2.13 -1.39
H 1.98 0.25 2.28
H -1.84 1.55 -0.74
H -1.59 1.46 0.99
H 2.22 -1.41 0.78
C -0.65 -1.26 -1.00
C -1.24 1.05 0.04
H 1.85 -0.84 -0.93
H 0.49 2.40 0.02
H 0.25 -1.60 -0.51
C 0.26 1.35 -0.20
H -0.30 -0.65 -1.85
H 0.45 1.18 -1.26
```

Results
SMILES   C=C(O)CCCC
F_max   0.01635 Eh/bohr
Frontier orbital gap   9.5 eV
Spin multiplicity   1
DFT total energy   -8462.873 eV
Total charge   0
Molar mass   100.16 g/mol
HOMO energy   -0.3140 hartree



No. 4
A molecular structure, C41H34Cl2N7NdO6S2 at a distorted geometry. Source: the OMol25 dataset; level of theory: ωB97M-V/def2-TZVPD.

Geometry as XYZ:
```
93
Properties=species:S:1:pos:R:3
H 1.01 7.48 2.92
H 6.71 3.41 -6.84
C 1.43 5.43 3.36
C 3.49 4.27 -0.87
H 6.69 4.75 -5.69
H 4.36 4.02 -6.26
H 4.17 -3.63 3.34
C 0.41 4.90 0.83
H 0.07 7.01 0.70
C 0.45 6.20 1.31
C 3.80 -4.93 0.22
C 6.45 3.70 -5.82
O 3.27 -1.00 -1.63
C -0.18 -2.06 -4.04
C 4.62 3.84 -4.12
H 3.52 -3.78 -1.59
C 4.97 3.45 -5.56
H 4.74 2.39 -5.71
C 3.52 -1.20 -0.42
H 6.61 6.40 -0.09
C 1.38 4.12 2.89
C 0.82 2.45 1.15
S 1.56 1.51 -3.11
H 5.37 3.44 -3.45
C -0.12 -1.34 -2.83
C 3.67 -3.76 -0.52
O 1.32 2.14 0.02
H 0.03 4.68 -0.16
C -2.66 1.95 -2.42
C 0.54 -4.28 2.72
H 0.61 -5.09 3.44
H -1.01 -2.31 -5.99
C 0.11 -0.55 2.60
H 2.37 6.02 -0.40
C 0.97 6.46 2.56
H 2.54 3.63 -4.29
H -0.90 -0.80 4.48
N 0.39 -2.20 0.89
C 3.35 5.60 -0.50
H 2.61 3.66 -1.01
N 0.27 1.63 2.03
C -1.01 -1.71 -5.09
C 0.52 -3.46 0.49
H 3.78 -5.89 -0.29
C 3.06 2.24 -2.99
C 3.91 -2.51 1.53
O 5.91 1.64 -0.97
C 3.73 -2.55 0.16
C -1.01 -0.20 -2.74
C 0.87 3.86 1.63
C 0.28 -1.95 2.21
H 0.81 -0.32 4.59
H 4.60 4.92 -4.02
O 2.67 -0.55 2.78
N 0.28 0.32 1.66
O 5.08 -0.29 2.50
H 6.86 4.03 -0.76
C 4.04 -3.67 2.27
H 4.36 7.40 0.07
C 0.37 -2.98 3.15
H 3.95 0.67 -2.07
Nd 1.32 -0.04 -0.47
C 4.47 6.37 -0.23
C -1.83 -0.61 -4.98
S 3.84 -0.77 1.98
N -0.96 0.49 -1.57
H 4.08 -5.81 2.15
C 3.98 -4.88 1.59
C -1.87 0.16 -3.81
Cl 0.85 -3.43 -4.17
H 1.83 5.63 4.34
C -0.12 -0.18 4.03
N 4.02 1.70 -2.19
H -3.36 1.60 -4.40
C -1.77 1.52 -1.42
O 0.66 -1.65 -1.86
C 4.76 3.71 -0.99
C 5.88 4.49 -0.69
H 7.05 3.12 -5.13
H 1.74 3.31 3.50
H -0.40 0.87 4.07
H 0.54 -3.60 -0.59
H 0.70 -5.54 0.98
Cl -2.86 -0.19 -6.31
H -1.73 2.04 -0.47
H 0.32 -2.75 4.20
C -2.70 1.28 -3.61
N 3.32 3.33 -3.73
N 3.52 -0.21 0.47
H -3.30 2.80 -2.24
C 4.98 2.29 -1.36
C 5.74 5.81 -0.32
C 0.60 -4.54 1.36
```

Results
F_max   0.05443 Eh/bohr
Frontier orbital gap (spin up / spin down)   6.9 / 7.0 eV
<S²>   3.75
Spin multiplicity   4
DFT total energy   -127782.350 eV
Total charge   0
Molar mass   1000.05 g/mol
HOMO energy (spin up / spin down)   -0.2696 / -0.2696 hartree



No. 5
2 unconnected molecules or ions with the total composition C32H36N3 at a distorted geometry. Source: the OMol25 dataset; level of theory: ωB97M-V/def2-TZVPD.

Geometry as XYZ:
```
71
Properties=species:S:1:pos:R:3
C 2.33 -0.59 -0.33
C 4.27 -1.71 0.67
H -0.88 3.62 -5.90
H -4.37 2.05 -0.40
C -3.37 4.12 -2.16
H 1.31 -6.10 -0.43
H 0.24 -2.68 2.44
H -3.02 3.44 -4.86
C 3.55 -0.54 0.37
H -2.94 -0.26 -0.39
C -2.24 0.29 -1.03
H -1.09 1.36 -5.38
C 2.47 1.14 3.63
H 0.49 1.74 -4.73
C 2.62 -2.99 -0.48
H -0.70 -1.34 4.74
H 3.95 0.43 0.70
N 1.82 -4.11 -0.70
C 3.51 -0.99 4.11
C -2.19 3.85 -4.25
H -0.05 4.03 -4.40
H -0.23 -4.40 -1.28
C -1.09 -0.36 -1.49
H 1.79 0.33 -0.62
H -3.30 5.19 -2.42
H 2.49 2.23 3.62
H 4.33 -3.88 0.46
C 0.56 -3.71 -1.05
H 0.49 1.03 2.77
C 1.31 -0.93 3.09
C 3.56 0.41 4.13
N -0.55 -1.03 1.35
H 2.67 -5.54 0.58
C -1.88 -0.21 3.28
C -3.33 2.41 -0.37
C 0.03 -1.62 2.66
H -4.35 3.74 -2.51
H -2.95 -0.28 3.55
H 0.17 -0.42 0.97
C 2.41 -1.66 3.57
H -2.29 4.94 -4.26
C -2.49 1.61 -1.31
H -1.49 0.72 3.71
C -0.73 -1.55 -0.71
H -1.75 -2.30 3.65
C -3.26 3.90 -0.67
C -0.58 1.92 -4.58
H 0.31 -0.33 -3.17
H -1.60 -2.17 -0.46
H 2.93 -5.88 -1.14
C -1.94 2.17 -2.49
H 5.18 -1.64 1.28
C 1.82 -1.83 -0.69
C -0.99 1.41 -3.23
H 2.37 -2.76 3.54
C 0.47 -2.31 -0.95
H -2.29 4.28 -0.31
H -2.60 -0.60 1.32
C 2.21 -5.47 -0.42
H -1.59 0.84 1.38
N -2.32 3.43 -2.88
H -2.96 2.21 0.66
C -0.49 0.22 -2.67
C 1.35 0.47 3.12
C 3.82 -2.96 0.22
C -1.08 -1.44 3.72
H -4.07 4.43 -0.15
H 4.36 -1.57 4.46
C -1.71 -0.18 1.76
C -0.85 3.41 -4.83
H 4.42 0.93 4.55
```

Results
F_max   0.05598 Eh/bohr
Frontier orbital gap   6.6 eV
Spin multiplicity   1
DFT total energy   -38231.957 eV
Total charge   +1
Molar mass   462.66 g/mol
HOMO energy   -0.3700 hartree